1.
This record from the Open Molecules 2025 dataset describes a cluster of 2 separate species, C4H7IN2 in total at a distorted geometry. The level of theory is ωB97M-V/def2-TZVPD.

```
! wB97M-V def2-TZVPD RIJCOSX def2/J DEFGRID3
* xyz 0 1
I 2.504 1.432 -0.785
N 1.871 0.122 -2.107
N 0.713 -1.452 -0.357
C 0.626 -0.852 0.701
C 0.730 0.472 -2.880
C -0.337 -0.463 2.935
C -0.098 -1.259 1.905
H -0.467 -2.276 1.878
H 1.122 0.163 0.800
H 0.014 0.556 2.975
H 0.944 1.325 -3.536
H -0.915 -0.805 3.778
H 0.506 -0.396 -3.503
H -0.158 0.727 -2.290
*
```

HOMO-LUMO gap (spin up / spin down)   6.49 / 6.50 eV
Total energy   -563.60584 Ha
LUMO energy (spin up / spin down)   -0.0627 / -0.0627 Eh

2.
This record from the Open Molecules 2025 dataset describes a structure of composition C4H7IN2OS at a distorted geometry. The level of theory is ωB97M-V/def2-TZVPD.

```
! wB97M-V def2-TZVPD RIJCOSX def2/J DEFGRID3
* xyz 0 1
I -2.869 -0.482 -0.002
S 0.055 -1.151 0.061
O -0.430 -2.025 -1.049
N 0.163 -1.614 1.544
N -0.524 1.301 -2.570
C 1.780 -0.612 -0.294
C -0.916 0.428 -0.275
C -0.495 1.589 0.692
C -0.863 0.822 -1.579
H 2.245 -1.423 -0.732
H -0.756 -1.989 1.794
H -0.178 0.983 1.580
H 1.620 0.229 -1.117
H -1.303 2.225 0.950
H 0.466 2.111 0.293
H 2.005 -0.389 0.705
*
```

HOMO-LUMO gap   9.48 eV
Total energy   -1037.12722 Ha
LUMO energy   -0.0192 Eh

3.
This record from the Open Molecules 2025 dataset describes a cluster of 2 separate species, C4H7IO2 in total at a distorted geometry. The level of theory is ωB97M-V/def2-TZVPD.

```
! wB97M-V def2-TZVPD RIJCOSX def2/J DEFGRID3
* xyz 0 1
I 3.662 -0.377 -0.036
O 1.628 1.678 0.578
O -1.152 1.411 0.262
C -0.911 0.037 -0.229
C 0.110 -0.092 -1.229
C -0.857 -0.995 0.932
C 1.839 0.714 -0.047
H 0.090 -1.228 1.160
H -2.054 -0.013 -0.697
H -1.276 -2.036 0.566
H -0.290 1.754 0.555
H -1.375 -0.509 1.747
H 0.102 0.744 -1.958
H 0.485 -1.089 -1.605
*
```

HOMO-LUMO gap (spin up / spin down)   8.00 / 8.00 eV
Total energy   -604.66873 Ha
LUMO energy (spin up / spin down)   -0.0269 / -0.0270 Eh

4.
This record from the Open Molecules 2025 dataset describes the molecule C4H7IO2S2 at a distorted geometry. The level of theory is ωB97M-V/def2-TZVPD.

```
! wB97M-V def2-TZVPD RIJCOSX def2/J DEFGRID3
* xyz 0 1
I -0.909 -2.883 -2.490
S 0.257 -0.992 1.706
S 1.426 -0.959 -1.101
O 1.809 0.476 -0.344
O -1.851 -2.739 0.441
C -1.214 -1.963 -0.500
C -1.323 -0.437 -0.468
C 1.302 1.753 -0.795
C -0.080 -1.125 -0.074
H 0.366 -2.244 1.811
H 2.001 2.512 -0.488
H -1.902 0.119 0.153
H 1.002 1.855 -1.859
H -2.783 -3.076 0.080
H 0.319 1.866 -0.264
H -1.342 -0.040 -1.491
*
```

HOMO-LUMO gap   8.56 eV
Total energy   -1401.04541 Ha
LUMO energy   -0.0042 Eh

5.
This record from the Open Molecules 2025 dataset describes a structure of composition C4H7InO3 at a distorted geometry. The level of theory is ωB97M-V/def2-TZVPD.

```
! wB97M-V def2-TZVPD RIJCOSX def2/J DEFGRID3
* xyz 2 1
In -1.798 2.240 0.645
O -1.451 0.285 0.907
O -0.413 -1.597 1.106
O 0.470 -0.093 -0.206
C -0.991 1.767 -1.151
C 0.825 -2.319 1.194
C -0.405 -0.359 0.693
C 0.549 1.164 -0.981
H 1.603 -1.681 1.628
H -0.765 2.655 -1.764
H -1.586 1.143 -1.834
H 0.616 -3.171 1.846
H 1.191 1.823 -0.381
H 1.129 -2.664 0.200
H 1.027 0.805 -1.903
*
```

HOMO-LUMO gap   6.34 eV
Total energy   -571.64825 Ha
LUMO energy   -0.4800 Eh

6.
This record from the Open Molecules 2025 dataset describes a structure of composition C4H7LiO. The level of theory is ωB97M-V/def2-TZVPD.

```
! wB97M-V def2-TZVPD RIJCOSX def2/J DEFGRID3
* xyz 1 2
O 2.263 0.521 0.181
C -1.062 -1.123 0.861
C 1.093 0.873 0.184
C 0.060 0.392 -0.772
C -1.249 0.028 -0.064
Li 3.457 -0.684 -0.552
H 0.452 -0.427 -1.390
H -1.643 0.902 0.479
H -1.664 -1.211 1.766
H 0.761 1.588 0.963
H -0.097 1.277 -1.428
H -2.002 -0.208 -0.839
H -0.367 -1.928 0.612
*
```

HOMO-LUMO gap (spin up / spin down)   7.29 / 10.69 eV
Total energy   -239.10993 Ha
LUMO energy (spin up / spin down)   -0.1658 / -0.1660 Eh

7.
This record from the Open Molecules 2025 dataset describes a structure of composition C4H7LiO2 at a distorted geometry. The level of theory is ωB97M-V/def2-TZVPD.

```
! wB97M-V def2-TZVPD RIJCOSX def2/J DEFGRID3
* xyz 1 2
O 0.104 0.094 0.281
O -1.908 0.764 0.955
C 1.794 -0.574 -1.286
C -1.519 2.016 1.218
C -1.147 -0.255 0.609
C 0.473 -0.908 -0.675
Li -0.815 -1.795 1.913
H 0.286 -1.983 -0.575
H 2.425 -0.027 -0.572
H -0.892 -0.762 -0.998
H 1.668 0.020 -2.204
H -0.463 2.249 1.321
H -2.322 2.670 1.545
H 2.317 -1.507 -1.531
*
```

HOMO-LUMO gap (spin up / spin down)   8.05 / 8.08 eV
Total energy   -314.15504 Ha
LUMO energy (spin up / spin down)   -0.1692 / -0.1867 Eh

8.
This record from the Open Molecules 2025 dataset describes a structure of composition C4H7LuNO3Si at a distorted geometry. The level of theory is ωB97M-V/def2-TZVPD.

```
! wB97M-V def2-TZVPD RIJCOSX def2/J DEFGRID3
* xyz 3 1
Lu -2.219 2.668 -0.109
Si 1.860 0.230 -0.285
O -2.024 -0.969 2.503
O 3.049 -0.784 -1.061
O -0.080 -0.549 1.597
N 3.029 -0.116 -3.424
C -2.324 0.435 0.630
C 2.981 -0.584 -2.369
C -1.446 -0.438 1.647
C 0.430 -0.943 0.296
H 1.378 1.146 -1.354
H 2.445 0.984 0.831
H 0.861 -1.977 0.377
H -0.331 -0.952 -0.527
H -3.188 -0.222 0.315
H -1.688 0.737 -0.295
H -2.733 1.334 1.230
*
```

HOMO-LUMO gap   2.49 eV
Total energy   -1960.55549 Ha
LUMO energy   -0.6464 Eh